(1)
{
  "formula": "C3H9N6O3",
  "method": "ωB97M-V/def2-TZVPD",
  "total_energy_ev": -18330.8155,
  "homo_energy_ha": -0.4633,
  "orbital_gap_ev": 9.51,
  "spin_multiplicity": 1,
  "charge": 1,
  "e_above_lowest_kj_mol": 201.7,
  "elements": ["C", "C", "C", "N", "N", "N", "N", "N", "N", "O", "O", "O", "H", "H", "H", "H", "H", "H", "H", "H", "H"],
  "xyz": [[0.11195, -0.13657, -1.77890], [0.39232, 0.57971, 2.11402], [-2.90776, -1.72854, 0.87603], [-0.97583, 0.11434, -2.57790], [-0.84854, 0.54562, 2.07995], [0.03140, -0.10442, -0.52986], [1.16122, 0.09258, 0.31181], [1.24812, -0.39652, -2.49734], [1.44816, 0.54317, 2.90701], [-2.51070, -1.45984, -0.18719], [-3.23713, -1.78998, 1.94017], [2.10124, 0.95198, -0.21695], [-1.79389, 0.45316, -2.17062], [-0.98132, -0.13571, -3.51745], [-0.86021, -0.11233, -0.07460], [-1.50486, 0.50059, 2.79528], [1.37663, -0.24116, -3.48541], [2.10745, -0.36399, -1.85059], [1.51289, 0.39889, 3.87163], [2.32118, 0.45966, 2.43472], [1.80771, 1.82937, -0.44381]]
}

(2)
{
  "formula": "C3H9N6P",
  "method": "ωB97M-V/def2-TZVPD",
  "total_energy_ev": -21486.8039,
  "homo_energy_ha": -0.2802,
  "smiles": "[H]/N=P(/N)=N\\[H].N=c1[nH]cc[nH]1",
  "orbital_gap_ev": 8.37,
  "spin_multiplicity": 1,
  "e_above_lowest_kj_mol": 21.9,
  "elements": ["C", "C", "C", "N", "N", "N", "N", "N", "N", "P", "H", "H", "H", "H", "H", "H", "H", "H", "H"],
  "xyz": [[1.45978, 1.99569, -0.79678], [0.83843, 2.50580, -1.87662], [-0.40066, 0.80945, -1.08493], [0.70421, 0.94857, -0.31796], [-0.65781, -3.00470, 2.87884], [-0.32041, 1.77094, -2.06686], [0.72045, -0.68755, 1.89681], [-0.60778, -2.33291, 0.31423], [-1.31297, -0.07156, -0.87304], [-0.19434, -1.95775, 1.82523], [2.37699, 2.28857, -0.33190], [1.10073, 3.31462, -2.52488], [-0.29838, -2.76421, 3.79149], [-1.00473, 1.92018, -2.78650], [0.85426, 0.36599, 0.52074], [0.96251, -0.49568, 2.85673], [-0.87111, -1.46004, -0.23294], [-1.27889, -3.08395, 0.35434], [-2.07030, -0.06146, -1.54602]]
}

(3)
{
  "formula": "C3H9NO",
  "method": "ωB97M-V/def2-TZVPD",
  "total_energy_ev": -6789.7304,
  "homo_energy_ha": [-0.1003, -0.0914],
  "orbital_gap_ev": [6.67, 4.48],
  "spin_multiplicity": 2,
  "charge": -1,
  "e_above_lowest_kj_mol": 310.3,
  "elements": ["C", "C", "C", "O", "N", "H", "H", "H", "H", "H", "H", "H", "H", "H"],
  "xyz": [[0.96183, -0.23806, 0.29053], [-0.22696, 0.23580, -0.10474], [-1.48967, -0.61310, -0.13758], [-3.57373, 0.72104, -0.44203], [3.50780, 0.38784, 0.16344], [2.02286, 0.27852, 0.26993], [1.07946, -1.14580, 0.85858], [-0.17939, 1.21163, -0.58940], [-2.43095, 0.08027, -0.12262], [-1.49963, -1.03439, -1.14748], [-1.55601, -1.34040, 0.67000], [-4.43524, 0.36469, -0.73420], [4.01155, -0.22180, 0.74754], [3.80808, 1.31376, 0.27802]]
}